{"formula": "C15H14N2O5S", "method": "ωB97M-V/def2-TZVPD", "symbols": ["O", "N", "O", "C", "C", "C", "C", "C", "N", "C", "C", "C", "O", "S", "O", "O", "C", "C", "C", "C", "C", "C", "C", "H", "H", "H", "H", "H", "H", "H", "H", "H", "H", "H", "H", "H", "H"], "xyz": [[-1.697, -1.646, 5.525], [-1.010, -0.872, 4.896], [-0.352, 0.020, 5.384], [-0.981, -1.020, 3.459], [-1.779, -1.982, 2.857], [-1.729, -2.105, 1.480], [-0.913, -1.280, 0.730], [-0.103, -0.315, 1.338], [0.707, 0.473, 0.523], [1.284, 1.704, 1.044], [1.369, 2.769, -0.032], [0.166, 3.506, -0.432], [1.142, 4.081, 0.385], [1.694, -0.423, -0.551], [1.933, -1.719, 0.007], [2.814, 0.409, -0.867], [0.689, -0.607, -2.025], [0.574, -1.860, -2.597], [-0.162, -2.005, -3.762], [-0.768, -0.900, -4.339], [-0.641, 0.352, -3.756], [0.095, 0.503, -2.592], [-0.140, -0.196, 2.724], [-2.412, -2.608, 3.466], [-2.337, -2.846, 0.985], [-0.891, -1.376, -0.344], [0.638, 2.087, 1.836], [2.286, 1.525, 1.448], [2.172, 2.637, -0.750], [0.093, 3.921, -1.432], [-0.780, 3.281, 0.049], [1.056, -2.696, -2.116], [-0.260, -2.978, -4.219], [-1.340, -1.014, -5.247], [-1.113, 1.210, -4.210], [0.212, 1.464, -2.119], [0.482, 0.504, 3.258]], "e_lumo_ha": -0.0210, "homo_energy_ev": -9.3, "fmax_ha_per_bohr": 0.0279, "smiles": "O=[N+]([O-])c1cccc(N(C[C@H]2CO2)S(=O)(=O)c2ccccc2)c1", "spin_multiplicity": 1, "orbital_gap_ev": 8.695, "e_above_lowest_kcal_mol": 113.7, "total_charge": 0, "total_energy_ha": -1463.74002}